[1]
Below is C6H8N2O2S as an isolated structure in a non-equilibrium geometry, with properties calculated with ωB97M-V/def2-TZVPD.

The HOMO energy comes out at -0.363 hartree.

```
! wB97M-V def2-TZVPD RIJCOSX def2/J DEFGRID3
* xyz 0 1
H -1.132 1.264 0.680
O 2.625 1.462 0.463
H -2.047 -1.254 -1.927
H 0.669 0.355 -2.145
N -0.564 -1.748 0.188
S 1.437 1.643 1.242
O 1.150 2.931 1.804
C -1.892 -0.371 -1.312
C 1.147 0.199 2.326
H -1.897 0.511 -1.946
N -0.260 -1.624 1.367
H 0.456 -1.404 -2.258
H 1.551 -0.713 -1.048
C -0.337 0.554 0.491
C -0.555 -0.486 -0.586
H 1.630 -0.154 3.215
C 0.610 -0.570 -1.577
C 0.120 -0.291 1.622
H -2.710 -0.305 -0.598
*
```

[2]
Below is one molecule with the formula C6H8N2O3 in a non-equilibrium geometry, with properties calculated with ωB97M-V/def2-TZVPD.

Its SMILES is [H]/N=C1/C=C[C@H]([N+](=O)[O-])[C@]1(C)O. The HOMO energy comes out at -0.339 hartree.

```
! wB97M-V def2-TZVPD RIJCOSX def2/J DEFGRID3
* xyz 0 1
H 1.414 -1.058 -1.953
H -0.605 -2.564 -1.377
C 0.958 0.335 -0.571
C 0.586 -0.822 -1.359
N -2.003 -1.514 0.856
C -0.246 -1.704 -0.818
O 3.207 0.458 -0.708
H -1.869 1.272 -0.940
C -1.315 1.527 0.067
H -2.529 -0.846 1.437
C -0.980 -1.078 0.282
H -2.024 1.423 0.977
H 0.852 0.007 2.123
H 0.986 1.202 -1.239
N 2.275 0.086 -0.058
H -0.969 2.572 -0.008
O 2.379 -0.421 1.045
O 0.070 0.664 1.795
C -0.185 0.461 0.450
*
```

[3]
Below is C6H8N2O5 as an isolated structure in a non-equilibrium geometry, with properties calculated with ωB97M-V/def2-TZVPD.

The HOMO energy comes out at -0.307 hartree.

```
! wB97M-V def2-TZVPD RIJCOSX def2/J DEFGRID3
* xyz 0 1
C -2.045 -0.354 -0.053
N 0.126 -1.942 0.385
O -0.392 0.301 -1.559
H -0.375 2.835 -1.317
C 2.047 -0.128 0.363
H 2.340 -1.486 -0.839
H 0.413 0.849 -1.880
C 0.113 -0.597 0.684
N -0.633 1.673 0.458
C -0.659 0.352 -0.202
O -3.065 0.098 0.305
H -0.800 -3.412 -0.663
C -0.454 2.706 -0.266
H -0.559 0.165 2.275
H 1.972 0.914 0.600
H 2.755 -0.719 1.013
O 2.419 -0.508 -0.916
O 0.191 -0.397 2.084
C -0.905 -2.400 -0.168
O -1.978 -1.633 -0.476
H -0.509 3.683 0.173
*
```

[4]
Below is a 2-piece molecular cluster, C6H8N2S overall in a non-equilibrium geometry, with properties calculated with ωB97M-V/def2-TZVPD.

The HOMO energy (spin up / spin down) comes out at -0.251 / -0.309 hartree.

```
! wB97M-V def2-TZVPD RIJCOSX def2/J DEFGRID3
* xyz 0 1
C -1.831 -0.692 0.077
H -2.799 -0.966 0.289
C 2.494 -0.237 0.366
N 1.919 0.235 1.282
C 2.897 -0.233 -1.039
C 0.383 2.190 0.168
H 4.142 -1.969 -0.245
S -0.348 1.196 -1.031
H -1.304 0.130 2.129
C -0.988 -0.130 1.161
C 3.525 -1.046 -0.204
H 3.051 0.458 -1.852
H 0.163 -0.148 1.146
N -1.547 0.769 0.051
H 0.187 2.126 1.215
H -1.599 -1.233 -0.818
H 1.398 2.559 -0.049
*
```

[5]
Below is a 2-piece molecular cluster, C6H8N2S overall in a non-equilibrium geometry, with properties calculated with ωB97M-V/def2-TZVPD.

Its SMILES is c1nncs1.C=C=CC. The HOMO energy comes out at -0.339 hartree.

```
! wB97M-V def2-TZVPD RIJCOSX def2/J DEFGRID3
* xyz 0 1
H -1.865 2.516 0.774
S 2.504 1.432 -0.422
N 1.706 -1.038 -0.316
H -0.803 -0.469 -1.606
H -2.546 -1.303 -1.429
C -1.478 -1.279 -1.119
H 2.576 1.008 2.079
C -1.683 -0.780 0.280
H -2.181 -1.564 0.976
C 2.217 0.562 1.097
C -1.534 0.448 0.672
C -1.349 1.731 1.013
H -0.974 -2.195 -1.060
H 1.965 -0.372 -2.179
C 1.967 -0.115 -1.156
H -0.412 2.083 1.485
N 1.890 -0.666 0.910
*
```

[6]
Below is one molecule with the formula C6H8N2S in a non-equilibrium geometry, with properties calculated with ωB97M-V/def2-TZVPD.

Its SMILES is CC=C=NCCN=C=S. The HOMO energy comes out at -0.305 hartree.

```
! wB97M-V def2-TZVPD RIJCOSX def2/J DEFGRID3
* xyz 0 1
H -0.697 2.152 -1.552
H -1.294 2.761 0.431
N -1.513 0.937 0.911
H 0.745 2.593 -0.773
C 0.288 -1.740 -0.158
C -2.032 -0.009 0.391
H -0.428 -2.532 -0.263
C 1.746 -2.112 0.309
H 1.733 -2.442 1.364
C 0.222 -0.590 -0.756
N 0.267 0.497 -1.271
S -2.939 -1.245 0.093
C -0.003 1.855 -0.765
H 2.179 -1.139 0.260
C -0.678 1.969 0.600
H 2.281 -2.932 -0.201
H 0.121 1.978 1.381
*
```

[7]
Below is one molecule with the formula C6H8N4O2 in a non-equilibrium geometry, with properties calculated with ωB97M-V/def2-TZVPD.

Its SMILES is Cc1ncnc(O)c1C(=O)NN. The HOMO energy comes out at -0.352 hartree.

```
! wB97M-V def2-TZVPD RIJCOSX def2/J DEFGRID3
* xyz 0 1
H -0.596 2.851 1.054
N 2.357 -0.762 1.219
O 1.439 1.800 -1.083
H 2.072 -1.610 0.821
C -1.278 2.431 0.297
H 1.863 -0.477 2.066
H -0.856 2.709 -0.708
C -0.239 -1.177 -0.256
H -3.391 -1.468 0.267
C -2.423 -1.024 0.121
H 3.327 0.429 -0.061
C 1.216 0.842 -0.283
N -2.394 0.290 0.324
N 2.324 0.197 0.261
C -0.076 0.172 -0.053
N -1.407 -1.812 -0.220
C -1.231 0.946 0.230
H 0.377 -2.835 -0.896
O 0.760 -1.924 -0.715
H -2.354 2.860 0.406
*
```

[8]
Below is an isolated ion of composition C6H8N4PS and charge +1 in a non-equilibrium geometry, with properties calculated with ωB97M-V/def2-TZVPD.

The HOMO energy comes out at -0.504 hartree.

```
! wB97M-V def2-TZVPD RIJCOSX def2/J DEFGRID3
* xyz 1 1
N 1.883 -0.295 0.433
H 2.119 -2.046 1.848
H -2.217 -1.546 -0.274
C 0.203 -1.086 1.869
H -0.104 -2.074 1.974
N 0.975 1.169 -2.282
S -1.521 1.385 -2.948
C 1.706 -0.973 1.670
H 2.190 -0.442 2.521
H -2.812 1.333 1.281
H 2.629 0.333 0.303
H -0.340 -0.323 2.419
N -0.266 -0.704 0.546
N -3.013 0.475 0.801
C -1.160 0.697 -1.461
C 0.654 -0.104 -0.119
C 0.222 0.566 -1.329
P -1.966 -0.194 -0.060
H 0.665 2.194 -3.992
C 0.152 1.635 -3.201
*
```

Energy above the lowest of the compared OMol25 structures with the same formula, charge and spin (computed, kcal per mole): 111.7; 132.2; 39.0; 210.2; 91.8; 72.0; 34.9; 25.3